Record 1
# C3H10N2O2

A 2-piece molecular cluster, C3H10N2O2 overall (wB97M-V/def2-TZVPD, the OMol25 dataset).

Summary:
HOMO level = -8.7 eV
frontier orbital gap = 0.346 Ha
SMILES = CN(O)CO.C=N

ORCA input file:
```
! wB97M-V def2-TZVPD RIJCOSX def2/J DEFGRID3
* xyz 0 1
C -0.052 -1.640 -1.058
C -0.510 0.353 1.361
C 1.666 0.662 0.068
N 0.254 0.355 -0.044
N -1.107 -2.102 -0.495
O -0.338 1.379 -0.855
O -1.753 0.925 1.264
H -0.990 0.906 -1.397
H -1.651 1.788 0.836
H -1.975 -1.822 -0.937
H -0.033 -1.174 -2.057
H 0.903 -2.034 -0.715
H -0.629 -0.680 1.680
H 0.138 0.895 2.068
H 2.110 0.679 -0.927
H 2.126 -0.124 0.663
H 1.841 1.633 0.543
*
```

***

Record 2
# C38H50BrN4O4PPt

C38H50BrN4O4PPt as an isolated structure (wB97M-V/def2-TZVPD, the OMol25 dataset).

Summary:
HOMO level (spin up / spin down) = -17.4 / -17.4 eV
frontier orbital gap (spin up / spin down) = 0.286 / 0.181 Ha

ORCA input file:
```
! wB97M-V def2-TZVPD RIJCOSX def2/J DEFGRID3
* xyz 4 5
Pt -2.268 1.558 -0.931
C 3.239 -4.281 -0.453
O 3.137 -5.053 0.771
C 3.915 -6.090 0.921
C 4.853 -6.542 -0.009
C 5.620 -7.649 0.278
Br 6.875 -8.273 -0.923
C 5.473 -8.348 1.511
C 4.560 -7.940 2.459
C 3.752 -6.794 2.188
O 2.866 -6.321 3.000
C 4.397 -8.639 3.723
N 3.500 -8.221 4.642
C 3.595 -9.064 5.674
C 2.871 -9.077 6.907
C 3.176 -10.065 7.787
C 4.177 -11.039 7.484
C 4.907 -11.050 6.276
C 4.596 -10.058 5.396
N 5.071 -9.728 4.134
H 2.972 -4.907 -1.302
H 4.260 -3.912 -0.544
H 2.569 -3.427 -0.380
H 4.986 -6.032 -0.951
H 6.109 -9.208 1.671
H 2.835 -6.878 3.835
H 2.120 -8.326 7.108
H 2.666 -10.131 8.738
H 4.386 -11.808 8.217
H 5.656 -11.807 6.087
H 5.790 -10.229 3.633
N -7.624 -2.773 -2.649
C -6.678 -2.868 -1.698
O -6.600 -3.746 -0.871
C -5.636 -1.759 -1.642
C -5.809 -0.467 -2.127
C -4.814 0.463 -1.927
N -3.668 0.157 -1.282
C -3.494 -1.103 -0.817
C -4.454 -2.069 -0.972
H -8.318 -3.504 -2.695
H -7.588 -2.112 -3.404
H -6.716 -0.159 -2.629
H -4.917 1.481 -2.277
H -2.564 -1.301 -0.301
H -4.327 -3.061 -0.563
O -0.890 2.842 -0.568
P -0.964 4.418 -0.877
C -2.615 4.882 -0.244
C -2.886 6.392 -0.095
C -3.398 7.026 -1.382
C -4.692 6.348 -1.818
C -4.466 4.855 -2.067
C -3.842 4.183 -0.848
C -0.557 4.618 -2.630
C -1.521 3.887 -3.605
C -0.797 2.930 -4.549
C 0.071 1.969 -3.750
C 1.171 2.718 -2.976
C 0.916 4.226 -2.898
C 0.236 5.268 0.167
C 1.494 4.414 0.507
C 2.773 5.249 0.436
C 2.629 6.579 1.172
C 1.418 7.400 0.669
C 0.619 6.654 -0.399
H -2.478 4.478 0.770
H -2.010 6.907 0.298
H -3.657 6.493 0.675
H -2.647 6.947 -2.179
H -3.563 8.090 -1.220
H -5.084 6.804 -2.727
H -5.451 6.487 -1.043
H -3.827 4.742 -2.940
H -5.414 4.365 -2.299
H -3.608 3.103 -1.112
H -4.586 4.093 -0.052
H -0.641 5.701 -2.771
H -2.086 4.626 -4.173
H -2.262 3.294 -3.052
H -0.186 3.488 -5.261
H -1.536 2.390 -5.142
H 0.507 1.209 -4.398
H -0.583 1.423 -3.047
H 2.133 2.576 -3.469
H 1.279 2.300 -1.973
H 1.176 4.689 -3.851
H 1.584 4.677 -2.165
H -0.323 5.447 1.093
H 1.579 3.544 -0.147
H 1.372 4.021 1.517
H 3.050 5.429 -0.606
H 3.591 4.670 0.865
H 3.545 7.154 1.050
H 2.532 6.388 2.243
H 1.740 8.358 0.262
H 0.748 7.633 1.500
H 1.214 6.539 -1.305
H -0.261 7.237 -0.680
*
```

***

ΔE to the lowest compared entry with this formula, charge and spin, record by record: 107.01; 22.78 kcal/mol